{
  "formula": "C2H6N2O",
  "method": "ωB97M-V/def2-TZVPD",
  "fmax_ev_per_a": 3.98,
  "spin_multiplicity": 1,
  "lumo_ev": [0.10, 0.49],
  "orbital_gap_ev": [8.224, 8.865],
  "e_homo_ev": [-8.12, -8.37],
  "species": ["C", "C", "N", "N", "O", "H", "H", "H", "H", "H", "H"],
  "positions_angstrom": [[0.822170, 0.548355, 0.108544], [-2.220359, -0.257952, 0.063291], [2.212523, 0.450369, 0.062729], [0.137061, -0.474445, -0.090480], [0.329688, -1.666337, -0.125293], [0.445992, 1.462933, 0.289921], [-2.252863, -1.215867, -0.342237], [-2.620830, 0.614680, -0.486344], [-2.105890, -0.264603, 1.128087], [2.649972, 1.226000, -0.398176], [2.602536, -0.423132, -0.210041]],
  "forces_ev_per_angstrom": [[3.3180, -2.0249, -0.8610], [0.8502, 1.6490, 0.1332], [0.0941, 0.8374, 0.5620], [-3.8431, 0.3426, 0.5611], [1.0433, -1.5358, -0.4563], [-1.6812, 2.7518, 0.3567], [-0.1318, -1.2556, -0.9627], [0.3536, -0.7245, 0.5467], [-0.1981, 0.4191, 0.3511], [0.2038, 0.1593, -0.0342], [-0.0089, -0.6184, -0.1967]]
}



{
  "formula": "C2H6N2O",
  "method": "ωB97M-V/def2-TZVPD",
  "fmax_ev_per_a": 2.31,
  "smiles": "NCNC=O",
  "spin_multiplicity": 1,
  "lumo_ev": 0.97,
  "orbital_gap_ev": 10.712,
  "e_homo_ev": -9.74,
  "species": ["N", "C", "N", "C", "O", "H", "H", "H", "H", "H", "H"],
  "positions_angstrom": [[1.135808, 0.528175, 0.806927], [-0.097949, 0.845952, 0.153847], [-0.500420, -0.076115, -0.970281], [-0.616364, -1.371206, -0.570676], [-0.461002, -1.758172, 0.565358], [1.414548, 1.297335, 1.402775], [0.987572, -0.278457, 1.404379], [-0.984863, 0.914577, 0.781917], [-0.000933, 1.819067, -0.335369], [-0.177282, 0.215032, -1.875628], [-0.699114, -2.136188, -1.363251]],
  "forces_ev_per_angstrom": [[0.1380, -0.4330, 0.1816], [-1.0207, 0.5392, -1.5476], [0.5640, 0.6728, 2.1366], [1.2636, -0.7923, -1.1279], [-0.6177, 0.2735, 0.5692], [0.0442, 0.0737, -0.1118], [0.1047, -0.0082, -0.0722], [0.0211, -0.1716, 0.3442], [0.0678, 0.0038, 0.1600], [-0.1447, -0.5729, -0.2702], [-0.4203, 0.4151, -0.2621]]
}



{
  "formula": "C2H6N2O",
  "method": "ωB97M-V/def2-TZVPD",
  "fmax_ev_per_a": 6.28,
  "smiles": "NCC(N)=O",
  "spin_multiplicity": 1,
  "lumo_ev": 0.89,
  "orbital_gap_ev": 10.409,
  "e_homo_ev": -9.52,
  "species": ["N", "C", "C", "N", "O", "H", "H", "H", "H", "H", "H"],
  "positions_angstrom": [[-0.271512, -0.494376, 1.306908], [0.809309, -0.331639, 0.294843], [0.284702, 0.216861, -1.104146], [-0.720270, 1.256024, -0.818886], [0.212718, -0.502194, -2.111721], [-0.094616, -0.388866, 2.287364], [-0.591787, -1.468722, 1.293762], [1.463182, 0.461530, 0.549133], [1.444915, -1.227682, -0.088163], [-1.295686, 1.061570, 0.078584], [-1.240954, 1.417494, -1.687678]],
  "forces_ev_per_angstrom": [[-0.1476, -1.4966, -1.5268], [1.0044, -0.6530, -1.9735], [-5.6466, -2.1995, 1.6635], [0.9570, -1.1382, -0.3527], [1.5654, 2.3719, 1.3961], [1.1037, 0.7590, 0.1864], [-0.1111, 0.4901, -0.5163], [0.9420, 0.5217, 1.0378], [-1.1885, 1.0616, 1.4394], [1.6099, 0.3350, -2.1812], [-0.0887, -0.0520, 0.8273]]
}